The following is a quantum chemistry calculation of one molecule with the formula C22H18ClF3N2O, from the OMol25 dataset.

Structure (XYZ):
```
47
Properties=species:S:1:pos:R:3
O -0.7018 -0.1483 1.6457
C -0.2973 0.4237 0.6606
N -0.5039 -0.0106 -0.6231
C -1.0032 -1.2298 -1.0444
C -1.6007 -2.1456 -0.1835
C -2.0524 -3.3638 -0.6699
C -1.9287 -3.6973 -2.0102
C -1.3427 -2.7896 -2.8758
C -0.8853 -1.5767 -2.3988
Cl -0.1391 -0.4669 -3.4983
H -1.2365 -3.0275 -3.9223
H -2.2844 -4.6472 -2.3751
C -2.6632 -4.3279 0.3090
F -3.6229 -3.7606 1.0567
F -1.7517 -4.8118 1.1732
F -3.2226 -5.3942 -0.2805
H -1.7002 -1.8998 0.8616
H -0.0981 0.5401 -1.3714
C 0.5343 1.7106 0.7262
N 1.6332 1.6052 1.6774
H 1.3240 1.8840 2.6023
C 2.2806 0.2963 1.7700
C 2.5395 -0.2890 0.4092
C 2.0870 -1.5614 0.0862
C 2.2886 -2.0796 -1.1819
C 2.9430 -1.3281 -2.1422
C 3.4052 -0.0606 -1.8259
C 3.2086 0.4538 -0.5575
H 3.5670 1.4404 -0.3035
H 3.9222 0.5266 -2.5710
H 3.0968 -1.7293 -3.1331
H 1.9279 -3.0701 -1.4191
H 1.5668 -2.1497 0.8288
H 1.6929 -0.4218 2.3610
H 3.2318 0.4632 2.2885
C -0.3880 2.8508 1.0859
C -1.1059 2.8214 2.2757
C -1.9518 3.8643 2.6065
C -2.0887 4.9464 1.7533
C -1.3807 4.9782 0.5645
C -0.5357 3.9342 0.2308
H 0.0181 3.9656 -0.6967
H -1.4850 5.8185 -0.1059
H -2.7477 5.7613 2.0132
H -2.5072 3.8308 3.5319
H -1.0187 1.9683 2.9322
H 0.9765 1.9035 -0.2603
```

Properties
SMILES   O=C(Nc1cc(C(F)(F)F)ccc1Cl)[C@H](NCc1ccccc1)c1ccccc1
Max |F|   0.6 eV/Å
Charge   0
Energy   -1793.75020 a.u.
Orbital gap   9.5 eV

***

The following is a quantum chemistry calculation of C2H2O3 as an isolated structure in a non-equilibrium geometry, from the OMol25 dataset.

Structure (XYZ):
```
7
Properties=species:S:1:pos:R:3
C -0.2688 -0.4705 0.7001
C 0.1882 0.1871 -0.3709
O -0.8050 -1.4001 -0.2298
O -0.2863 -0.6554 -1.2989
O 0.9386 1.2602 -0.6452
H -0.6749 -0.6301 1.6589
H 0.9081 1.7088 0.1859
```

Properties
Energy above the lowest of the compared OMol25 structures with the same formula, charge and spin   492.42 kJ/mol
Max |F|   2.4 eV/Å
Charge   0
Energy   -302.94280 a.u.
Orbital gap   9.3 eV

***

The following is a quantum chemistry calculation of a 2-piece molecular cluster, C5H13NO overall in a non-equilibrium geometry, from the OMol25 dataset.

Structure (XYZ):
```
20
Properties=species:S:1:pos:R:3
C 0.4573 -0.6892 -0.7167
N 0.8523 -0.1128 -1.9358
C 0.8670 -1.0083 -3.0610
C 0.2638 1.1770 -2.1209
C 0.2480 1.6922 -0.6917
C -0.0154 0.4748 0.2410
H 1.3631 -1.2472 -0.3427
H -0.3511 -1.4668 -0.5141
H 1.2769 -0.4764 -3.9177
H -0.1924 -1.1341 -3.3399
H 1.3615 -1.9490 -2.8071
H -0.7997 0.9774 -2.4597
H 0.6827 1.8111 -2.9014
H -0.3513 2.5661 -0.4574
H 1.3491 1.8643 -0.5585
H 0.5872 0.3840 1.1434
H -1.0346 0.5099 0.6432
H -1.7011 -0.8058 6.0063
H -2.0980 -2.0011 6.5935
O -2.1150 -1.0643 6.8531
```

Properties
SMILES   CN1CCCC1.O
Energy above the lowest of the compared OMol25 structures with the same formula, charge and spin   205.09 kJ/mol
Max |F|   3.9 eV/Å
Charge   0
Energy   -328.24073 a.u.
Orbital gap   8.8 eV

***

The following is a quantum chemistry calculation of C37H34Br2Cl2F4INO15 as an isolated structure in a non-equilibrium geometry, from the OMol25 dataset.

Structure (XYZ):
```
96
Properties=species:S:1:pos:R:3
C 2.2899 5.1422 2.1169
C 3.1430 4.4797 1.0267
C 3.7314 3.1309 1.4693
Cl 5.4944 3.1027 1.0830
C 3.0190 1.9155 0.8981
C 3.7101 0.7539 0.6063
C 3.0735 -0.3762 0.1223
C 3.8432 -1.6378 -0.1446
C 3.4924 -2.7494 0.8630
C 4.4362 -2.7725 2.0596
Cl 4.5743 -4.4170 2.7372
C 1.6958 -0.2868 -0.0650
C 0.9943 0.8717 0.2275
C 1.6480 1.9874 0.7078
C -0.4836 0.8283 0.0247
O -1.1204 1.7648 -0.4006
C -1.1011 -0.4768 0.4290
C -2.3194 -0.5169 1.0875
N -3.0140 0.6688 1.3694
C -4.0894 0.8776 0.7033
C -4.5801 0.0653 -0.4627
C -4.9257 2.0474 1.0632
C -2.7681 -1.7766 1.4962
Br -4.3776 -1.8650 2.5024
C -2.0547 -2.9299 1.2148
I -2.7656 -4.7982 1.9071
C -0.8410 -2.8828 0.5121
C -0.0253 -4.1081 0.2014
C -0.6616 -4.9244 -0.9091
O -1.7467 -4.7180 -1.3348
Br 0.3615 -6.3889 -1.7158
C -0.3965 -1.6319 0.1497
C 0.9015 -1.4453 -0.5605
O 1.2562 -2.1573 -1.4766
H 2.5094 6.2053 2.1583
H 2.4864 4.7471 3.1100
H 1.2277 5.0738 1.9164
H 3.9828 5.1343 0.8308
H 2.5881 4.3675 0.1023
H 3.6831 3.1005 2.5517
H 4.7737 0.7140 0.7675
H 3.6219 -2.0150 -1.1326
H 4.9016 -1.4078 -0.0596
H 3.5620 -3.7209 0.3824
H 2.4699 -2.6448 1.2213
H 4.0669 -2.1278 2.8499
H 5.4166 -2.4065 1.7802
H 1.1168 2.8967 0.9347
H -3.8230 -0.0117 -1.2383
H -5.4950 0.5098 -0.8332
H -4.8433 -0.9347 -0.1374
H -4.5167 2.5774 1.9109
H -4.9380 2.7137 0.2075
H -5.9478 1.7187 1.2146
H 0.0213 -4.7050 1.1088
H 0.9847 -3.8446 -0.0756
C 4.2379 -7.1878 -2.8720
C 5.7372 -7.0074 -2.8909
O 5.8715 -5.5988 -2.8913
C 4.7739 -5.0898 -2.2590
O 4.6846 -3.9784 -1.8619
O 3.8074 -6.0314 -2.1460
F 6.2945 -7.5104 -4.0199
H 3.8123 -7.1668 -3.8761
H 3.9243 -8.0995 -2.3702
H 6.2545 -7.4200 -2.0230
C 4.1281 0.2516 -4.8724
C 4.1258 -0.5576 -3.5971
O 4.2089 0.4493 -2.6016
C 3.6256 1.5708 -3.1146
O 3.2871 2.5071 -2.4743
O 3.4799 1.4592 -4.4578
F 5.2125 -1.3609 -3.5080
H 5.1421 0.4762 -5.2060
H 3.5813 -0.2247 -5.6817
H 3.2237 -1.1526 -3.4359
C -1.8694 6.1218 -0.3795
C -1.4876 5.1900 0.7460
O -2.7057 5.0521 1.4542
C -3.7119 5.2249 0.5540
O -4.8373 4.9079 0.7356
O -3.2420 5.7797 -0.5902
F -0.5596 5.7487 1.5667
H -1.7955 7.1687 -0.0807
H -1.2847 5.9637 -1.2817
H -1.1426 4.2048 0.4237
C -9.3400 1.8275 3.3318
C -10.4377 1.7287 2.2980
O -9.7070 1.5698 1.0952
C -8.5307 0.9610 1.4163
O -7.7983 0.4532 0.6371
O -8.3155 1.0125 2.7524
F -11.1721 2.8647 2.2281
H -8.9766 2.8503 3.4381
H -9.6341 1.4480 4.3066
H -11.1082 0.8775 2.4284
```

Properties
Max |F|   1.0 eV/Å
Charge   0
Energy   -9379.33904 a.u.
Orbital gap   8.2 eV

***

The following is a quantum chemistry calculation of one molecule with the formula C23H26N4O6S in a non-equilibrium geometry, from the OMol25 dataset.

Structure (XYZ):
```
60
Properties=species:S:1:pos:R:3
C -0.1492 -0.1956 5.1459
H -1.2349 -0.2230 5.2107
H 0.1827 0.8364 5.2180
C 0.3254 -0.8006 3.8294
N -0.2281 -0.0798 2.7019
C -1.2722 -0.5483 2.0203
C -1.8419 0.0718 0.9398
C -1.3159 1.3337 0.4385
O -1.7716 1.9738 -0.4986
C -0.1204 1.7742 1.1729
C 0.5771 2.9185 0.7749
C 1.7114 3.2952 1.4522
C 2.1334 2.5235 2.5409
N 1.4722 1.4563 2.9440
C 0.3923 1.0696 2.2717
C 3.3709 2.8720 3.3010
H 4.2404 2.6168 2.6969
H 3.4063 3.9375 3.5179
H 3.4101 2.3039 4.2255
H 2.2786 4.1637 1.1555
H 0.1979 3.4744 -0.0704
C -2.9201 -0.6620 0.2642
O -3.3016 -1.7627 0.6002
O -3.4185 -0.0205 -0.8034
C -4.3679 -0.7418 -1.5590
C -3.8012 -1.9612 -2.2798
O -4.5121 -2.8806 -2.6157
N -2.4627 -1.9939 -2.5230
C -1.4645 -1.0070 -2.3704
C -0.4122 -1.2568 -1.4926
C 0.6014 -0.3326 -1.3559
C 0.6151 0.8287 -2.1030
C -0.4237 1.0691 -2.9809
C -1.4747 0.1698 -3.1293
C -2.5824 0.4894 -4.0802
H -3.2637 1.1941 -3.6048
H -3.1382 -0.4009 -4.3637
H -2.1861 0.9633 -4.9757
H -0.4352 1.9803 -3.5588
H 1.4172 1.5344 -1.9592
S 1.9271 -0.6548 -0.2017
O 1.4236 -1.4564 0.8769
O 2.5900 0.5755 0.1177
N 3.0309 -1.5952 -1.0373
C 2.5769 -2.9277 -1.3452
H 1.9171 -2.9492 -2.2227
H 3.4398 -3.5664 -1.5349
H 2.0419 -3.2961 -0.4739
C 3.6946 -0.9038 -2.1139
H 3.0677 -0.8348 -3.0127
H 4.6176 -1.4276 -2.3628
H 3.9317 0.0951 -1.7574
H -0.4076 -2.1473 -0.8827
H -2.1335 -2.9154 -2.7852
H -5.1708 -1.1175 -0.9129
H -4.7861 -0.0361 -2.2796
H -1.6915 -1.4905 2.3498
H 0.0213 -1.8448 3.7492
H 1.4114 -0.7345 3.7520
H 0.2645 -0.7554 5.9797
```

Properties
SMILES   CCn1cc(C(=O)OCC(=O)Nc2cc(S(=O)(=O)N(C)C)ccc2C)c(=O)c2ccc(C)nc21
Energy above the lowest of the compared OMol25 structures with the same formula, charge and spin   20.08 kJ/mol
Max |F|   1.1 eV/Å
Charge   0
Energy   -1960.76205 a.u.
Orbital gap   8.6 eV

***

Question: charge of number 3 (C5H13NO)?
Answer: 0